This record from OMol25 describes a 2-piece molecular cluster, C4H11NO3 overall. The level of theory is the ωB97M-V functional and the def2-TZVPD basis.

Last column: Mulliken charge in e.
Positions of all 19 atoms, in Å:
C -3.304907 -1.200310 -0.144629  -0.6745
O -1.951918 -1.271900 -0.584979  -0.3046
C -1.131218 -0.274060 -0.051139  -0.3606
C 0.328872 -0.527270 -0.482149  -0.6115
N 1.224621 0.658389 -0.225979  0.0009
C 1.230501 1.716369 -0.967169  0.0402
O 0.351172 2.072219 -1.847448  -0.6275
H -3.297827 -1.211160 0.958291  0.2956
H -3.869637 -2.078010 -0.501479  0.2396
H -3.822267 -0.287260 -0.484159  0.2794
H -1.461968 0.708969 -0.438049  0.3306
H -1.171528 -0.231550 1.054311  0.2598
H 0.416331 -0.618690 -1.581899  0.2645
H 0.771702 -1.436780 -0.032549  0.3433
H 2.003351 0.465459 0.408751  0.2515
H 2.076681 2.380658 -0.666549  0.3219
O 3.624951 0.539749 1.588150  -0.6748
H 3.552531 0.598149 2.567750  0.3107
H 4.430550 -0.002970 1.430920  0.3152

Atoms 1-6, force components in eV/Å:
C 0.2648 -0.0014 0.4289
O -0.4739 -0.6625 -0.1657
C 0.4610 0.7908 -0.0605
C 0.4734 0.9551 -1.0294
N -0.6322 -3.8840 1.7953
C -2.3522 3.8495 -3.2321

## Properties
Structure (SMILES) = COCCNC=O.O
LUMO energy = 0.21 eV
2S+1 = 1
Orbital gap = 0.348 Eh
Energy above the lowest of the compared OMol25 structures with the same formula, charge and spin = 182.76 kJ/mol

This record from OMol25 describes C4H6AgO as an isolated structure. The level of theory is the ωB97M-V functional and the def2-TZVPD basis.

Last column: Mulliken charge in e.
Positions of all 12 atoms, in Å:
C -2.237959 0.765119 0.080434  -0.1693
C -0.906517 0.320841 -0.137172  0.0586
C 0.237257 1.036660 0.186973  -0.3293
O 1.463920 0.600899 0.084589  -0.3324
H -2.344018 1.691068 0.665087  0.3200
H -0.762535 -0.640638 -0.649625  0.3316
H 0.107440 2.078969 0.536321  0.2697
Ag 3.290058 -0.940803 -0.466146  -0.1697
C -3.393731 -0.178815 0.142961  -0.8002
H -3.152800 -1.201663 0.470194  0.2796
H -4.301805 0.225772 0.615681  0.3002
H -3.358622 0.231768 -1.040881  0.2411

Atoms 1-6, force components in eV/Å:
C 3.9006 -1.3209 3.7974
C -4.1161 -0.8147 -1.1668
C 5.5679 0.3188 -0.1982
O -4.8126 1.5766 0.4901
H -0.0342 0.1505 -0.8553
H -0.0284 0.2044 0.4991

## Properties
LUMO energy (spin up / spin down) = -0.80 / -0.80 eV
Expectation value of S² = 0.751
2S+1 = 2
Orbital gap (spin up / spin down) = 0.176 / 0.328 Eh
Energy above the lowest of the compared OMol25 structures with the same formula, charge and spin = 0.00 kJ/mol

| no. | M (g mol⁻¹) |
| --- | --- |
| 1 | 121.14 |
| 2 | 177.96 |